# C68H171N11O24

12 unconnected molecules or ions with the total composition C68H171N11O24 in a non-equilibrium geometry (wB97M-V/def2-TZVPD, the Open Molecules 2025 dataset).

Element x y z (Å)
C 15.58786 9.34625 -3.17615
C 15.17821 7.88264 -2.99444
O 14.36613 7.64024 -1.86622
O 16.46775 9.50582 -4.27143
H 16.04929 9.63243 -2.23101
H 14.66127 9.90750 -3.29671
H 16.00443 7.17168 -2.99381
H 14.52097 7.61015 -3.82020
H 13.49254 7.47535 -2.22850
H 16.86668 10.37779 -4.22539
C 15.05379 11.50312 -6.78625
O 14.84344 12.52737 -5.83400
C 14.37076 13.79119 -6.41768
C 14.21411 14.80426 -5.21406
N 13.32302 14.15387 -4.28839
C 13.31630 14.79227 -2.96709
C 13.45676 13.78628 -1.81899
O 14.66205 13.08908 -2.02636
C 15.08599 12.19511 -0.93122
H 14.16255 11.33162 -7.38987
H 15.26875 10.55708 -6.28936
H 15.91733 11.71740 -7.41593
H 13.42886 13.62545 -6.94061
H 15.12972 14.04516 -7.15766
H 13.80158 15.76499 -5.52218
H 15.18333 14.94934 -4.73694
H 13.52434 13.17245 -4.16037
H 12.42393 15.39378 -2.79405
H 14.17925 15.44843 -2.85372
H 12.53940 13.19770 -1.80782
H 13.44185 14.39630 -0.91579
H 16.01737 11.71006 -1.22337
H 14.29858 11.47293 -0.71548
H 15.20004 12.79368 -0.02745
C 23.24716 5.62311 -1.44384
O 22.44258 4.96501 -0.43582
C 22.00703 3.74337 -0.85034
C 21.10351 2.99845 0.14038
N 20.15985 3.87583 0.75337
C 18.93492 4.26925 -0.00265
C 18.09001 5.23599 0.84676
O 16.76796 5.37438 0.29935
C 15.94525 6.26874 1.02953
H 23.46965 6.61322 -1.04600
H 22.79347 5.71916 -2.43026
H 24.18342 5.07977 -1.57150
H 22.81576 3.09253 -1.18270
H 21.26221 3.90015 -1.63057
H 21.77679 2.51094 0.84546
H 20.50130 2.16367 -0.21820
H 20.59495 4.61428 1.28766
H 18.35784 3.37849 -0.25095
H 19.10543 5.01068 -0.78324
H 18.59111 6.18693 1.02756
H 18.06000 4.85336 1.86695
H 16.21769 6.35653 2.08127
H 14.90795 5.98056 0.85907
H 15.97645 7.26141 0.58037
C 19.09436 12.21212 1.82021
O 19.18878 12.91802 0.56552
C 19.76911 14.22709 0.73624
C 19.71554 15.19517 -0.43819
N 18.34302 15.50386 -0.69263
C 18.31409 16.15625 -1.95710
C 16.83422 16.56842 -2.23728
O 16.40087 17.79251 -1.59016
C 15.07076 18.15626 -1.90489
H 20.05369 11.94088 2.26092
H 18.45942 11.36788 1.55150
H 18.57373 12.76907 2.59921
H 20.83427 14.18377 0.96351
H 19.39113 14.75559 1.61140
H 20.19382 14.68417 -1.27378
H 20.27339 16.11345 -0.25471
H 17.94319 14.58795 -0.54649
H 18.64798 15.55511 -2.80282
H 18.87977 17.08760 -1.98369
H 16.05639 15.82278 -2.07268
H 16.71529 16.78501 -3.29890
H 14.36371 17.43521 -1.49470
H 14.81273 18.06153 -2.95966
H 14.80720 19.13101 -1.49440
C 17.62658 16.45419 -6.89391
O 18.61423 16.10538 -7.84167
C 19.25019 14.80634 -7.90505
C 19.76486 14.23455 -6.59043
N 20.89367 14.86971 -5.99695
C 21.33875 14.11888 -4.81230
C 22.05747 12.75140 -5.13232
O 22.40444 12.18820 -3.86774
C 22.83636 10.84413 -4.01856
H 16.79543 15.75355 -6.97381
H 17.39734 17.49363 -7.12865
H 17.94886 16.32438 -5.86076
H 20.13002 14.92944 -8.53661
H 18.57626 14.05197 -8.31105
H 19.86736 13.16992 -6.80057
H 18.92023 14.24141 -5.90146
H 21.71308 14.79722 -6.58297
H 20.47349 13.94846 -4.17168
H 21.89624 14.82543 -4.19742
H 22.95971 13.05170 -5.66515
H 21.48588 12.04558 -5.73496
H 22.10537 10.21347 -4.52455
H 22.94038 10.38958 -3.03333
H 23.77793 10.78516 -4.56452
C 18.43428 -1.71315 0.81689
O 19.17406 -1.00784 1.81614
C 18.80497 0.36599 1.97789
C 19.69459 1.05945 2.99480
N 19.40446 2.45676 3.22940
C 20.15903 2.94977 4.36092
C 19.87476 4.41082 4.45823
O 20.60149 5.17292 3.48490
C 20.25747 6.55354 3.47323
H 17.36175 -1.58443 0.96256
H 18.58562 -2.78023 0.97984
H 18.82096 -1.50431 -0.18059
H 17.75351 0.36757 2.26518
H 18.91851 0.87348 1.01994
H 20.70142 1.14320 2.58564
H 19.58034 0.45759 3.89635
H 19.51138 3.03101 2.40545
H 21.18748 2.59214 4.31100
H 19.80446 2.53092 5.30269
H 20.10708 4.87085 5.41870
H 18.80293 4.59028 4.37409
H 19.21934 6.68124 3.16648
H 20.97026 7.13016 2.88371
H 20.41269 6.96554 4.47036
C 27.41625 2.92750 9.03731
O 27.80597 2.50402 7.71837
C 26.74055 2.00633 6.83212
C 25.77731 3.12775 6.37830
N 26.52073 4.01837 5.39264
C 25.76038 5.23889 5.14248
C 24.41177 5.02521 4.39037
O 24.65671 4.28786 3.23349
C 23.63127 4.29459 2.28849
H 28.32115 2.91673 9.64489
H 26.69668 2.34029 9.60783
H 27.04793 3.95257 9.07813
H 26.28720 1.20121 7.41034
H 27.20480 1.48505 5.99496
H 25.40169 3.59634 7.28793
H 24.87915 2.78853 5.86220
H 26.60962 3.52901 4.51359
H 26.35257 5.81528 4.43171
H 25.57028 5.92497 5.96787
H 24.07145 6.01394 4.08266
H 23.59813 4.66753 5.02137
H 22.78657 3.70390 2.64297
H 24.05526 3.77054 1.43192
H 23.21693 5.25741 1.98948
C 19.15713 9.87065 -6.37163
O 20.13767 10.24481 -7.28400
C 19.52997 10.60892 -8.57500
C 20.61361 11.00624 -9.52733
N 21.36427 12.13580 -8.94925
C 22.38846 12.69677 -9.77398
C 23.47592 13.45181 -9.00482
O 23.10605 14.78861 -8.87038
C 23.87649 15.50618 -7.88761
H 19.45211 9.82316 -5.32338
H 18.91136 8.86133 -6.70174
H 18.26173 10.47271 -6.52612
H 18.79197 11.41107 -8.57780
H 18.94838 9.81178 -9.03809
H 20.11620 11.32835 -10.44217
H 21.27637 10.18262 -9.79283
H 21.81459 11.60136 -8.22008
H 21.98610 13.30224 -10.58616
H 22.92258 11.93539 -10.34240
H 24.48513 13.31559 -9.39345
H 23.49560 13.10649 -7.97114
H 24.93537 15.37652 -8.11135
H 23.69562 15.15820 -6.87060
H 23.62336 16.56596 -7.85768
C 17.42168 12.87095 -3.61387
O 17.91518 11.61290 -3.34589
C 19.28099 11.58898 -2.83685
C 19.41705 10.46243 -1.83767
N 19.08053 9.15075 -2.44320
C 18.99798 8.05506 -1.40971
C 20.41912 7.75690 -0.83725
O 20.78830 8.52040 0.34407
C 22.13656 8.27940 0.77962
H 16.48649 12.65531 -4.13062
H 18.10025 13.41344 -4.27216
H 17.32070 13.47549 -2.71252
H 19.52723 12.52131 -2.32870
H 20.00706 11.50181 -3.64515
H 18.71109 10.67823 -1.03569
H 20.46139 10.40926 -1.53009
H 18.16578 9.18049 -2.87032
H 18.59161 7.11272 -1.77709
H 18.37549 8.50855 -0.63838
H 21.23416 7.87324 -1.55158
H 20.47311 6.68741 -0.63381
H 22.34330 8.78249 1.72422
H 22.95979 8.58070 0.13185
H 22.19703 7.20556 0.95653
C 20.21890 6.77572 -4.41127
O 21.32292 5.95637 -4.70435
C 21.09836 4.65922 -5.10376
C 22.42409 3.99956 -5.59264
N 22.13300 2.73438 -6.24669
C 23.28727 1.95734 -6.62655
C 23.96302 1.15087 -5.46823
O 24.44534 1.86878 -4.29124
C 25.18645 1.17868 -3.29882
H 20.61330 7.75675 -4.14648
H 19.62309 6.34808 -3.60488
H 19.53633 7.04394 -5.21765
H 20.44238 4.61020 -5.97289
H 20.65629 4.22489 -4.20709
H 22.97312 4.09133 -4.65549
H 22.88855 4.54058 -6.41707
H 21.66074 2.14997 -5.57177
H 24.04419 2.53344 -7.15880
H 22.90228 1.24351 -7.35479
H 24.84341 0.65074 -5.87179
H 23.22086 0.47633 -5.04125
H 25.57076 1.97037 -2.65567
H 25.98226 0.50469 -3.61591
H 24.53094 0.68946 -2.57835
C 31.99940 8.13088 -2.36553
O 31.02958 7.22036 -2.70957
C 31.28450 5.86083 -2.21736
C 30.96322 5.67639 -0.72706
N 29.50830 5.73185 -0.50233
C 29.21382 5.77104 0.89948
C 27.75088 6.05042 1.15643
O 27.32883 7.17545 0.47930
C 25.99933 7.59766 0.74808
H 31.56936 9.12395 -2.49575
H 32.76732 8.00824 -3.12931
H 32.37344 7.94930 -1.35795
H 32.36487 5.72102 -2.25411
H 30.79106 5.08707 -2.80549
H 31.47298 6.46309 -0.17087
H 31.31798 4.73095 -0.31672
H 29.14251 6.54982 -0.96839
H 29.80160 6.57530 1.34194
H 29.45928 4.81629 1.36456
H 27.74182 6.20297 2.23566
H 27.19029 5.14479 0.92479
H 25.34759 6.76424 0.48587
H 25.65284 8.42449 0.12809
H 25.77990 7.87049 1.78032
C 20.42377 9.55532 6.88460
O 21.12619 10.48351 6.07636
C 22.42129 10.85951 6.61010
C 23.16906 11.96766 5.75686
N 22.98991 11.55348 4.41341
C 23.21681 12.63369 3.40190
C 22.97588 12.02485 1.98448
O 23.08709 13.09383 1.10480
C 22.76756 12.65502 -0.19969
H 20.20687 10.04730 7.83275
H 20.97131 8.64646 7.13414
H 19.49990 9.17424 6.44949
H 22.98837 9.93124 6.67963
H 22.25516 11.36569 7.56103
H 24.21264 11.97141 6.07155
H 22.69505 12.93868 5.90018
H 22.05844 11.17843 4.30490
H 24.24612 12.99197 3.38590
H 22.53233 13.46466 3.57239
H 22.00699 11.52749 1.93993
H 23.77188 11.30365 1.79906
H 23.37970 11.80388 -0.49791
H 22.93479 13.35050 -1.02214
H 21.75191 12.27003 -0.29084

For the orbital gap (spin up / spin down), the calculation gives 7.698 / 2.666 eV. The calculation puts the LUMO energy (spin up / spin down) at -1.99 / -7.02 eV. As for the charge: +1. For the energy, the calculation gives -138791.9961 eV. As for the spin multiplicity: 2.